No. 1
{"formula": "C5H9NO", "method": "ωB97M-V/def2-TZVPD", "energy_ha": -325.77990, "gap_ha": 0.3372, "relative_energy_kcal_mol": 98.9, "multiplicity": 1, "homo_ev": -8.491, "total_charge": 0, "species": ["C", "C", "C", "O", "C", "C", "N", "H", "H", "H", "H", "H", "H", "H", "H", "H"], "xyz": [[1.9374, 0.1870, -0.2189], [0.6551, -0.0601, 0.5790], [-0.5185, -0.7769, -0.0868], [-0.2306, -2.0851, -0.3527], [-1.8435, -0.5366, -0.2214], [-2.0546, 1.8095, 0.7022], [-1.2296, 2.1845, -0.0695], [1.8076, 0.9805, -0.9605], [2.7392, 0.5028, 0.4577], [2.2856, -0.7108, -0.7401], [0.3500, 0.8571, 1.0823], [0.9047, -0.7569, 1.3974], [-0.6133, 1.8239, -0.7807], [0.6487, -2.3060, -0.0331], [-2.4803, -1.3969, -0.0873], [-2.3578, 0.2841, -0.6676]], "atomic_forces_ev_per_a": [[0.016, -0.002, -0.124], [-0.104, 0.014, -0.027], [-0.257, -0.074, 0.162], [0.353, -0.469, 0.301], [0.064, -0.475, -0.352], [0.759, 1.269, -0.350], [-0.737, -0.131, 0.702], [-0.004, -0.110, -0.002], [-0.157, -0.050, -0.102], [-0.084, 0.117, 0.009], [-0.081, -0.204, -0.187], [-0.068, 0.123, -0.084], [-0.030, 0.257, -0.048], [0.126, -0.122, 0.198], [0.094, -0.510, -0.685], [0.110, 0.367, 0.591]], "lowdin_charge": [-0.094, -0.214, -0.382, 0.023, 0.002, -0.023, 0.016, 0.069, 0.078, 0.073, 0.083, 0.124, 0.069, 0.093, 0.070, 0.012]}

***

No. 2
{"formula": "C5H9NO", "method": "ωB97M-V/def2-TZVPD", "energy_ha": -325.88904, "gap_ha": 0.3824, "relative_energy_kcal_mol": 30.4, "multiplicity": 1, "homo_ev": -9.473, "total_charge": 0, "smiles": "O=CN1CCCC1", "species": ["C", "N", "C", "C", "C", "C", "O", "H", "H", "H", "H", "H", "H", "H", "H", "H"], "xyz": [[-1.8130, 0.7591, -0.7265], [-0.9008, -0.2623, -0.5235], [0.4092, 0.1174, -1.1414], [1.5181, -0.1379, -0.0685], [0.7808, -0.2090, 1.2361], [-0.6199, -0.6926, 0.8926], [-2.7566, 0.9348, 0.0208], [-1.6935, 1.2704, -1.6779], [0.5861, -0.3525, -2.1802], [0.4665, 1.1610, -1.4023], [2.2799, 0.6473, -0.0724], [2.1563, -0.9797, -0.3364], [0.5238, 0.8055, 1.6836], [1.1998, -0.7969, 2.0184], [-1.5417, -0.4600, 1.5055], [-0.5949, -1.8044, 0.7721]], "atomic_forces_ev_per_a": [[-1.391, -1.567, 1.404], [1.774, 1.924, 0.018], [1.010, -0.986, -1.283], [0.509, 0.269, -1.223], [-2.224, 2.055, 0.932], [-1.608, -2.398, -1.384], [0.351, 0.503, -0.504], [0.116, 0.380, -0.273], [-0.192, 0.001, 1.829], [-0.444, 0.647, 0.184], [-0.415, 0.360, -0.001], [-0.559, -0.654, 0.338], [1.142, -0.755, -0.593], [0.545, -0.486, 0.456], [1.467, 0.124, -0.417], [-0.081, 0.583, 0.518]], "lowdin_charge": [-0.328, -0.077, -0.161, -0.174, -0.187, -0.152, 0.024, 0.129, 0.136, 0.089, 0.105, 0.105, 0.138, 0.098, 0.133, 0.122]}